# 1
{
  "formula": "CH8N3O2P",
  "method": "ωB97M-V/def2-TZVPD",
  "symbols": ["H", "N", "H", "H", "N", "H", "O", "P", "H", "H", "H", "C", "H", "N", "O"],
  "positions_angstrom": [[-1.29069, -2.10195, 0.61378], [0.91014, -0.74747, -1.55019], [0.18763, -0.92116, -2.27883], [1.00066, 0.61639, 1.11127], [-0.99053, 1.18369, 0.28542], [-1.50398, 1.70935, -0.36009], [1.37701, 1.74286, -2.09891], [0.94974, 0.87958, -1.01438], [2.35322, 1.63074, 0.75357], [0.95264, -1.51081, -0.82586], [-0.55672, -0.92005, 1.81437], [-1.38126, -1.07346, 1.12737], [-2.19848, -1.18452, 1.84148], [1.74303, 0.82818, 0.49220], [-1.55241, -0.13137, 0.08878]],
  "forces_ev_per_angstrom": [[0.09, 1.55, 0.75], [-0.80, 0.18, 1.04], [0.83, 0.11, 0.88], [-0.42, 0.31, 1.25], [3.33, -2.61, -0.61], [-1.36, 0.99, -1.19], [-0.08, 1.05, -0.27], [-1.26, -1.86, 2.79], [-0.92, -1.00, -0.32], [-0.28, 1.33, -1.08], [0.79, 0.31, -0.39], [0.02, -1.55, -0.41], [-0.67, 0.45, -0.36], [1.33, 0.59, -2.10], [-0.60, 0.16, 0.04]],
  "nbo_charge": [0.1827, -1.1742, 0.4128, 0.4095, -0.5346, 0.3327, -1.0407, 2.1329, 0.4225, 0.4124, 0.1728, -0.2645, 0.1800, -1.1932, -0.4511],
  "relative_energy_kcal_mol": 101.3,
  "spin_multiplicity": 1,
  "charge": 0,
  "homo_lumo_gap_ev": [8.876, 8.875],
  "largest_force_ha_per_bohr": 0.0832
}



# 2
{
  "formula": "C4H13N4",
  "method": "ωB97M-V/def2-TZVPD",
  "symbols": ["H", "H", "H", "H", "H", "C", "H", "H", "C", "H", "C", "N", "H", "H", "H", "C", "N", "H", "N", "N", "H"],
  "positions_angstrom": [[0.69016, 3.55793, -0.59765], [-0.04711, -1.94572, -0.95126], [3.58813, -1.78631, 0.51064], [-0.37446, 2.51017, -1.16733], [-0.10236, -2.20855, 0.85650], [-2.42898, -0.51332, 0.03250], [-2.98384, -1.33105, -0.48192], [1.20178, 1.08626, 0.01611], [-1.14487, -0.44414, 0.29157], [2.16721, -2.85461, 0.52215], [0.05596, -1.49270, 0.08686], [2.56812, -2.00051, 0.19926], [0.95702, 2.55032, -1.78344], [2.86705, 0.55951, 0.24321], [-4.19782, 0.47927, 0.26650], [1.65967, -0.99819, 0.23356], [0.55407, 2.60804, -0.85060], [-0.78159, 0.44182, 0.79332], [1.91369, 0.27415, 0.27685], [-3.26987, 0.34392, 0.58275], [-2.89196, 1.16369, 0.92044]],
  "forces_ev_per_angstrom": [[0.03, 1.00, 0.55], [0.44, 0.25, 1.38], [-2.50, -0.68, -0.83], [-1.90, -0.06, 0.40], [0.29, -1.04, 0.45], [-0.77, -2.77, -1.08], [1.01, 0.38, 0.22], [1.04, -1.36, 0.37], [4.60, -0.46, -0.24], [0.20, -0.83, 0.00], [0.06, 1.68, -1.54], [1.49, 2.34, 1.22], [0.88, -0.06, 0.06], [0.78, 0.33, 0.15], [-0.68, -0.30, -0.50], [-3.42, -0.86, -0.77], [1.05, -1.16, -0.91], [-0.23, 0.19, 0.38], [-1.22, 0.87, -0.70], [-2.01, 0.62, 0.30], [0.88, 1.91, 1.10]],
  "nbo_charge": [0.3857, 0.2533, 0.4265, 0.3781, 0.2326, 0.0416, 0.2124, 0.4813, -0.3620, 0.4229, -0.4588, -0.7529, 0.3740, 0.4030, 0.3938, 0.5856, -1.0630, 0.1819, -0.7434, -0.7635, 0.3709],
  "relative_energy_kcal_mol": 39.4,
  "spin_multiplicity": 1,
  "charge": 1,
  "homo_lumo_gap_ev": 8.657,
  "largest_force_ha_per_bohr": 0.0900
}